Entry 1:
DFT (wB97M-V/def2-TZVPD) results for the molecule CH4N2OS at a distorted geometry.

```
9
Properties=species:S:1:pos:R:3
O 1.0961 -1.1693 -0.0366
N 1.6730 0.0993 -0.0265
C 0.7051 1.1364 -0.0002
N -0.5803 1.1161 -0.0906
S -1.4494 -0.4246 0.0269
H 1.8715 -1.7343 -0.2885
H 2.1388 0.2061 0.8901
H 1.1222 2.1175 -0.0711
H -2.5898 0.2320 0.1526
```

## Properties
Spin multiplicity ... 1
Frontier orbital gap ... 9.03 eV
SMILES string ... ON/C=N\S

Entry 2:
DFT (wB97M-V/def2-TZVPD) results for the molecule C4H5NO3 at a distorted geometry.

```
13
Properties=species:S:1:pos:R:3
C 0.6873 -1.6637 -0.9175
C 0.1414 -1.3554 0.2387
C -0.3927 0.0767 0.0968
N -1.1160 0.7445 0.9696
O -1.4826 -0.2110 1.8990
C 0.1394 1.1165 -0.9431
O -0.4957 1.7275 -1.8517
O 1.2187 1.6931 -0.2356
H 0.4559 -0.8400 -1.7215
H 0.9392 -2.6889 -1.3492
H 0.2697 -1.8041 1.4833
H -1.7107 0.3216 2.6736
H 1.3462 2.8833 -0.3424
```

## Properties
Spin multiplicity ... 1
Frontier orbital gap ... 9.59 eV
SMILES string ... C=C/C(=N\O)C(=O)O

Electronic energy, record by record: -16961.889; -11855.865 eV
HOMO energy, record by record: -8.4; -9.5 eV
ΔE to the lowest compared entry with this formula, charge and spin, record by record: 76.1; 141.5 kcal per mole